Entry 1:
Below is a molecular structure, C36H75ClF3N4O6PSi2, with properties calculated with wB97M-V/def2-TZVPD.

Summary:
Orbital gap (Ha): 0.2824
LUMO energy (eV): 0.59
HOMO energy (Ha): -0.261
Max |F| (Eh/bohr): 0.038

CARTESIAN COORDINATES (ANGSTROEM)
H  3.830548  7.813128  -5.546830
H  -5.888279  4.094823  0.461543
C  -0.587026  -3.760261  -2.355834
H  -1.297519  6.109429  -1.413028
H  4.592060  -1.206917  6.916614
H  -3.683951  2.781923  -4.122371
O  -1.530478  -3.398187  -1.667824
C  -0.843496  1.510469  3.524154
H  -1.000667  -3.331793  1.918426
C  3.249022  -2.873957  7.163933
H  3.867211  5.700794  -6.518706
C  -3.714543  4.600487  -5.267553
H  -0.618407  2.540398  1.200030
Cl  -3.249922  3.524980  -6.626689
C  -1.495416  -0.153517  -0.386881
C  -1.698815  2.401629  1.264520
H  -2.199946  3.346426  1.470425
O  -1.799805  2.310113  -1.743882
C  -5.219463  2.170897  1.178207
H  -0.933645  -3.530126  4.262212
H  0.741393  -4.068624  4.319279
H  4.821398  -2.544338  5.780871
H  0.333041  -1.231652  -0.455382
C  4.599588  -2.292517  6.812954
H  -1.145799  -5.665225  -2.318718
H  1.800963  6.125282  -0.540238
O  2.807849  -5.610313  -0.617584
H  -4.415513  4.365184  -1.939583
C  -0.858344  0.307021  4.478267
H  -5.077271  4.192710  2.002533
C  -1.971443  1.476425  2.488588
H  1.159573  -1.602621  3.230072
H  -1.951540  -0.802557  0.356375
H  0.163386  4.557986  0.684481
C  -0.472444  3.189623  -4.466782
C  2.858512  7.950053  -6.021974
C  1.825748  7.036936  -5.401861
H  -1.790240  0.376268  5.046465
H  -6.288194  1.956975  1.092099
H  1.353841  -0.238592  1.119217
C  0.439467  -2.776694  -2.851848
H  -1.752027  -0.566868  -1.365854
H  -1.353219  -5.083888  0.441922
O  0.472572  0.134885  1.018357
H  0.747404  -3.217262  1.780929
C  -3.648157  4.441927  -2.709946
C  -0.510489  -5.699834  0.754779
O  0.827951  7.471258  -4.849657
C  0.073677  -5.209477  2.091991
H  1.163646  -6.404397  -2.888773
H  -0.411540  5.162893  -3.757768
H  -2.040002  5.336754  -0.042220
C  -5.049157  3.694706  1.032166
H  -1.694898  -1.637851  4.104562
C  -5.369262  1.581086  -1.686964
H  -1.035929  2.396783  4.140009
H  -4.912358  1.802689  2.153207
H  -1.073121  2.291882  -4.542849
H  3.821470  -9.100271  1.524728
H  -2.231827  0.461128  2.194628
H  -3.539099  5.515080  -2.913451
F  0.245874  0.505022  -2.571958
O  2.589284  -3.505866  6.357834
H  2.538609  8.976817  -5.876350
H  -0.433469  -5.755234  2.893652
H  1.318456  5.152566  -5.047118
H  4.387542  -1.551468  9.196818
C  4.105060  -8.786725  0.518805
H  -0.034502  0.357479  5.190643
F  2.024566  0.054623  -1.457838
H  5.509107  -6.218169  0.776549
N  2.786714  -2.664248  8.426424
H  -6.139389  0.823544  -1.835310
H  2.796292  -1.110061  9.828397
F  0.972836  1.883536  -1.039929
H  0.178714  -1.790322  -2.500104
H  0.246496  -5.622269  -0.026673
C  -0.830252  -1.064917  3.766060
H  2.270161  -7.834720  0.039647
C  5.117284  -6.105426  -0.234818
H  5.378527  -2.708767  7.452820
N  -0.427083  -5.064135  -2.689486
C  -1.340705  5.170236  -0.861780
H  1.426332  -3.030991  -2.459447
C  -0.806731  4.157501  -3.605284
H  5.675960  -6.753645  -0.910886
C  0.774005  0.603824  -1.355479
C  0.057093  -3.373931  3.831249
H  5.248731  -5.074860  -0.548548
H  1.593863  4.800879  -1.847585
H  1.125721  -5.498081  2.145890
P  -4.474534  1.111636  -0.139172
C  1.206301  5.327579  -0.982271
Si  -2.274299  1.578913  -0.321819
H  0.202498  -6.154757  -4.359722
H  3.673363  4.392081  -5.343671
H  1.882661  -3.076020  8.595155
N  2.045846  5.698754  -5.479963
H  2.951415  7.758295  -7.091525
H  0.369776  3.325253  -5.137961
H  1.333784  -4.908404  -3.814005
H  2.798005  4.337947  -6.879367
C  0.455907  -1.894575  4.011132
C  0.027932  -0.194174  -0.283402
H  -4.577373  5.151370  -5.631098
H  -2.853808  1.871570  2.998241
C  -0.062927  -3.706979  2.332852
C  0.627863  -5.661931  -3.483252
C  3.158941  5.000144  -6.090068
H  -0.930018  -0.961195  2.689547
Si  -1.937048  3.912625  -2.139786
H  -5.884729  2.536642  -1.601818
C  3.642595  -6.431529  -0.276506
H  5.149546  -8.495285  0.526351
N  3.266200  -7.685966  0.086221
C  3.425636  -1.942617  9.509359
H  -4.714468  1.534457  -2.552275
H  -0.818439  -6.740564  0.862967
C  0.048109  4.976710  -0.316111
H  -5.186642  3.644697  -3.983374
C  -4.106961  3.784121  -4.037974
H  0.469436  -2.762058  -3.942191
H  3.577745  -2.604788  10.363509
H  3.983400  -9.637565  -0.153696
H  -2.883731  5.268034  -5.065474
H  0.134686  1.670956  3.070301
H  0.854753  -1.690281  5.003509
H  -4.133587  3.971423  0.513672

Forces on atoms 1 to 6 (eV/Å):
H 0.0 0.0 -0.1
H 0.1 0.1 -0.1
C -0.1 0.1 0.1
H -0.2 0.0 -0.1
H 0.1 0.0 0.1
H 0.0 0.0 -0.1

These are the Löwdin partial charges, in e, on atoms 1 to 4: 0.083 0.063 -0.545 0.086


Entry 2:
Below is 2 unconnected molecules or ions with the total composition C4H12, with properties calculated with wB97M-V/def2-TZVPD.

Summary:
ΔE to the lowest compared entry with this formula, charge and spin (eV): 1.1459
Orbital gap (Ha): 0.4465
LUMO energy (eV): 1.10
HOMO energy (Ha): -0.406
SMILES: CC.CC
Max |F| (Eh/bohr): 0.070

CARTESIAN COORDINATES (ANGSTROEM)
C  0.237259  0.526026  -1.600444
H  -1.661555  1.018945  2.479688
H  -0.194834  0.098433  -0.682062
C  -1.314238  0.344786  1.603345
H  0.557525  1.629419  -1.279556
H  -0.855206  -1.182700  3.183064
C  -0.475443  -0.854089  2.181853
H  -2.177630  0.133086  0.952183
C  1.509333  -0.127275  -2.238267
H  -0.603634  0.387235  -2.338104
H  -0.725112  1.018202  0.996163
H  -0.353145  -1.562454  1.347629
H  1.347792  -0.684037  -3.132616
H  0.626111  -0.473651  2.337522
H  2.276443  0.630665  -2.380701
H  1.806334  -0.902590  -1.429700

Forces on atoms 1 to 6 (eV/Å):
C 0.0 1.5 -0.6
H 0.3 -1.1 -1.4
H 0.9 -0.3 -0.4
C -0.3 1.1 2.0
H -1.4 -2.1 -1.1
H 0.3 -0.3 -1.3

These are the Löwdin partial charges, in e, on atoms 1 to 4: -0.179 0.085 0.006 -0.202


Entry 3:
Below is C4H9ClOSi in the gas phase, with properties calculated with wB97M-V/def2-TZVPD.

Summary:
⟨S²⟩: 2.007
ΔE to the lowest compared entry with this formula, charge and spin (eV): 0.0000
Orbital gap (alpha / beta) (Ha): 0.2933 / 0.3062
LUMO energy (alpha / beta) (eV): 0.77 / -2.41
HOMO energy (alpha / beta) (Ha): -0.265 / -0.395
Max |F| (Eh/bohr): 0.068
Multiplicity: 3

CARTESIAN COORDINATES (ANGSTROEM)
H  -0.834093  -0.273017  1.711727
C  1.139488  0.165977  1.135024
H  -1.453657  -1.924924  0.517506
O  -2.137479  1.117042  -0.040368
H  1.185993  0.766205  -2.509745
Cl  -0.017066  3.106343  -1.459217
C  -0.378601  -1.727635  0.365403
C  -0.256252  -0.267432  0.817004
C  -0.884770  0.633939  -0.203535
H  0.117703  -2.368152  1.132967
H  -1.236892  0.840461  -2.724955
H  1.173379  1.234597  1.476324
Si  -0.067286  1.040689  -1.845592
H  0.079121  -2.063080  -0.654028
H  1.955311  0.018216  0.238998
H  1.615100  -0.299231  2.042489

Forces on atoms 1 to 6 (eV/Å):
H -0.5 0.5 0.8
C 3.4 1.0 -0.1
H 0.4 -0.5 -1.0
O 2.7 -1.2 -0.4
H 0.5 -0.7 0.4
Cl 0.4 0.1 -0.5

These are the Löwdin partial charges, in e, on atoms 1 to 4: 0.126 -0.112 0.085 0.053


Entry 4:
Below is a gas-phase ion, C3H8N2O (charge +1), with properties calculated with wB97M-V/def2-TZVPD.

Summary:
⟨S²⟩: 0.758
ΔE to the lowest compared entry with this formula, charge and spin (eV): 1.3142
Orbital gap (alpha / beta) (Ha): 0.4409 / 0.2132
LUMO energy (alpha / beta) (eV): -3.87 / -9.07
HOMO energy (alpha / beta) (Ha): -0.583 / -0.546
Max |F| (Eh/bohr): 0.100
Total charge: +1
Multiplicity: 2

CARTESIAN COORDINATES (ANGSTROEM)
H  1.823847  0.060877  0.554746
H  1.773778  0.359588  -1.466352
C  -1.007115  0.480961  0.578988
H  0.072620  -1.407736  -1.969716
N  -0.951086  -0.197995  1.787516
C  1.376434  0.587283  -0.342597
O  -1.775603  1.431767  0.482480
H  0.247983  -1.737477  -0.346433
N  -0.251602  -1.161039  -1.084546
H  -1.746114  0.035642  2.413045
C  -0.136960  0.236880  -0.649311
H  -0.571385  -1.197167  1.805012
H  1.691950  1.616078  -0.215908
H  -0.546748  0.892341  -1.546925

Forces on atoms 1 to 6 (eV/Å):
H -0.5 -0.1 -1.5
H -0.1 0.0 3.1
C -1.4 -0.1 3.1
H 0.3 -0.1 -2.0
N 0.2 -1.0 -1.9
C 1.0 -0.6 -2.2

These are the Löwdin partial charges, in e, on atoms 1 to 4: 0.108 0.152 -0.386 0.089


Number 1: E_tot -3767.36034 hartree. Number 2: E_tot -159.54286 hartree. Number 3: E_tot -982.61190 hartree. Number 4: E_tot -303.49820 hartree.